Record 1
{
  "formula": "C2H6N2O3S",
  "method": "the ωB97M-V functional and the def2-TZVPD basis",
  "smiles": "[H]/N=[N+](\\[O-])O[S@@](=C)(C)=O",
  "e_above_lowest_kj_mol": 711.0,
  "homo_ev": -9.08,
  "elements": ["H", "S", "H", "N", "N", "H", "H", "O", "O", "H", "O", "C", "C", "H"],
  "positions_angstrom": [[-3.3689, -1.4354, 0.1006], [0.4841, -0.2526, 0.2941], [0.4606, 2.0467, 0.4386], [-2.0624, 0.0221, -0.1961], [-2.4835, -1.1195, -0.2511], [1.4132, -2.1818, -0.3807], [2.2817, 1.4333, 0.8493], [-2.3977, 1.0262, 0.2955], [-0.7664, 0.0771, -0.8949], [2.2422, -0.6160, -1.0030], [-0.2318, -0.5670, 1.4638], [1.6877, -1.2194, -0.2470], [1.2856, 1.3490, 0.2717], [1.4556, 1.4374, -0.7407]],
  "atomic_forces_ev_per_a": [[-0.584, 1.282, 0.724], [3.156, 0.118, -1.948], [0.476, 0.236, 0.689], [0.838, -2.127, -1.014], [0.871, -1.964, -1.397], [-0.468, -3.099, -0.557], [-2.141, -0.264, -0.596], [-1.135, 2.744, 1.151], [0.119, 0.106, 1.163], [-0.249, -1.040, 0.581], [-1.136, -0.500, 1.686], [-0.290, 4.218, 0.040], [-0.260, -0.141, 1.817], [0.804, 0.429, -2.340]]
}

---

Record 2
{
  "formula": "C23H21N4O2",
  "method": "the ωB97M-V functional and the def2-TZVPD basis",
  "total_charge": -1,
  "homo_ev": -3.03,
  "elements": ["H", "H", "C", "H", "C", "C", "C", "H", "C", "H", "C", "H", "H", "C", "H", "C", "C", "C", "C", "C", "O", "N", "N", "H", "C", "H", "C", "C", "O", "C", "H", "H", "N", "H", "H", "C", "C", "N", "H", "H", "H", "C", "C", "C", "H", "C", "H", "H", "C", "H"],
  "positions_angstrom": [[5.6815, 0.9097, 0.4647], [-0.0715, 0.2512, -3.6480], [-1.4839, -0.0602, 3.1620], [-0.5308, 2.5177, 1.1247], [1.7951, 1.4197, 2.3103], [1.5102, -2.7925, -3.6033], [-1.1636, 1.8696, 1.7248], [-5.7436, 3.4087, 2.7584], [-5.6939, 0.9481, 1.6274], [4.8276, -1.3909, 0.1014], [-2.5214, 2.1216, 1.7583], [6.7066, 0.7520, -1.0107], [1.0996, -0.5726, 2.5385], [2.2437, -0.6101, -2.6624], [2.4444, -3.2468, -3.2877], [-0.6032, 0.7792, 2.4332], [3.4268, -1.1553, -2.0488], [-2.8394, 0.1854, 3.2051], [-5.3030, 2.6126, 3.3762], [3.1630, 1.0466, 2.2424], [4.2395, -0.2008, -1.4997], [1.3544, 3.9794, 2.3790], [-4.7581, 1.5553, 2.5505], [-4.5046, 3.0318, 3.9982], [-0.7058, -2.9891, -4.5514], [-6.5006, 0.4473, 2.1800], [5.2792, -0.8340, -0.7352], [1.5429, 2.8217, 2.3540], [3.7391, -2.3512, -1.9647], [1.3151, -1.3923, -3.3416], [-5.1686, 0.2137, 1.0076], [-1.0609, -0.9009, 3.7140], [4.2682, 0.6695, 2.1915], [-6.1517, 1.7106, 0.9794], [-2.9481, 2.9589, 1.2034], [0.5239, -3.5604, -4.1860], [-3.3852, 1.2899, 2.5033], [-2.5939, -4.4916, -5.5318], [5.8411, -1.5377, -1.3685], [-3.5224, -0.4431, 3.7807], [2.0994, 0.4560, -2.5733], [6.2073, 0.2169, -0.1979], [0.0767, -0.8217, -3.7958], [0.8084, 0.4722, 2.4124], [6.9646, -0.2949, 0.3978], [-1.7448, -3.8121, -5.0952], [-6.0934, 2.2098, 4.0255], [-1.8538, -1.1638, -4.6821], [-0.9055, -1.6070, -4.3684], [0.6933, -4.6263, -4.3526]],
  "atomic_forces_ev_per_a": [[0.238, -0.035, -0.330], [-0.075, -0.315, -0.069], [0.762, 0.108, -0.280], [-0.096, -0.218, 0.081], [-0.988, -0.994, 0.188], [-0.291, -0.188, -0.082], [0.497, -0.299, 0.177], [0.037, 0.065, 0.127], [0.355, -0.018, 0.158], [0.118, 0.028, -0.339], [-0.489, -0.461, 0.465], [-0.068, 0.045, 0.098], [0.050, 0.308, -0.189], [1.287, -0.091, 0.583], [-0.292, 0.131, -0.139], [-1.477, 0.108, 0.005], [-1.358, -0.442, -0.878], [-0.581, 0.717, -0.372], [0.360, -0.209, -0.187], [2.660, -1.245, -0.107], [0.657, -0.447, 0.548], [0.493, -2.726, 0.031], [-0.794, -0.038, 0.233], [-0.252, -0.012, -0.091], [-0.433, -0.210, -0.257], [0.012, -0.038, -0.154], [0.142, 0.149, 0.043], [-0.554, 3.091, -0.144], [0.067, 0.611, 0.084], [-0.545, -0.396, -0.219], [-0.212, 0.135, 0.086], [-0.133, 0.139, -0.162], [-2.332, 0.852, 0.399], [0.031, -0.134, -0.057], [0.146, -0.244, 0.148], [0.303, 0.260, 0.230], [1.026, -0.119, -0.081], [1.334, 1.078, 0.682], [-0.342, 0.134, 0.233], [0.269, 0.152, -0.178], [-0.076, 0.107, 0.007], [0.096, 0.268, 0.061], [0.002, -0.399, -0.135], [0.995, 0.894, 0.056], [0.135, 0.084, 0.054], [-1.124, -0.829, -0.599], [0.066, 0.147, 0.017], [0.265, -0.115, 0.098], [0.179, 0.326, 0.122], [-0.071, 0.285, 0.036]]
}

---

Record 3
{
  "formula": "C16H14ClN4O4SSn",
  "method": "the ωB97M-V functional and the def2-TZVPD basis",
  "total_charge": 1,
  "e_above_lowest_kj_mol": 0.0,
  "homo_ev": -11.84,
  "elements": ["C", "H", "O", "C", "H", "C", "H", "C", "O", "Sn", "H", "H", "C", "O", "H", "C", "C", "N", "C", "N", "C", "C", "C", "H", "C", "N", "C", "H", "C", "H", "S", "C", "O", "H", "H", "N", "H", "C", "H", "Cl", "H"],
  "positions_angstrom": [[2.7042, -5.5965, -1.0617], [4.5051, 1.7192, 1.2989], [0.0806, -2.3131, 3.3294], [2.1595, 1.3535, -0.0554], [-0.9888, 1.9743, -3.4597], [3.9401, 1.0205, 3.2544], [-0.2973, -3.6810, -2.5760], [0.6649, -2.5398, -0.3731], [-0.4557, -2.0286, -0.6439], [-0.0782, -0.4303, 0.8756], [3.9961, 1.6283, -1.0942], [0.9095, -0.2938, 3.9163], [2.9173, 0.4745, 4.0087], [-1.4268, -1.1085, 2.2001], [-2.5249, 1.6463, -2.7075], [1.7225, 0.1751, 3.3819], [0.5481, -4.2183, -2.1684], [0.4337, 1.3741, -1.5805], [2.2501, -4.4374, -0.4628], [-1.5227, 1.6848, -2.6555], [-0.8805, 1.3121, -1.5534], [2.5017, 0.9854, 1.3448], [3.7262, 1.2823, 1.9059], [0.5474, -5.7427, -3.6817], [1.0110, -5.3671, -2.7807], [1.5238, 0.4252, 2.0875], [2.0837, -6.0473, -2.2198], [4.8960, 1.2489, 3.7058], [1.1723, -3.7485, -1.0154], [3.3478, 3.0985, -0.3609], [-1.8807, 0.8258, -0.1945], [3.0778, 2.1805, -0.8846], [1.3753, -1.9020, 0.4931], [3.0308, 0.2673, 5.0623], [2.7203, -4.0676, 0.4377], [0.9896, 0.9857, -0.4236], [-1.9203, -2.4445, 3.6327], [-1.0661, -2.0284, 3.0865], [3.5302, -6.1524, -0.6416], [2.6567, -7.4882, -2.9774], [2.5927, 2.4288, -1.8236]],
  "atomic_forces_ev_per_a": [[0.023, 0.009, 0.016], [-0.008, 0.009, -0.003], [-0.020, -0.138, -0.183], [0.009, -0.007, 0.085], [-0.018, 0.007, 0.025], [-0.071, -0.024, -0.002], [0.008, 0.001, 0.000], [0.140, 0.260, -0.184], [-0.091, 0.060, 0.144], [-0.573, -0.330, -0.738], [0.004, -0.006, 0.012], [0.034, 0.011, -0.028], [0.085, 0.052, -0.027], [0.083, -0.211, 0.178], [0.007, 0.001, -0.024], [-0.091, -0.053, 0.101], [-0.032, -0.077, -0.003], [-0.040, -0.002, -0.217], [0.041, 0.031, -0.035], [-0.179, 0.052, -0.181], [0.038, -0.122, 0.121], [0.005, 0.059, -0.118], [0.073, 0.031, 0.014], [0.003, -0.004, 0.009], [-0.037, 0.027, -0.034], [0.071, -0.017, 0.148], [0.023, -0.036, -0.009], [0.001, 0.001, -0.002], [-0.069, -0.071, 0.048], [0.002, 0.003, -0.004], [-0.001, 0.146, 0.108], [-0.046, 0.001, -0.009], [0.150, -0.087, 0.353], [0.016, -0.002, -0.003], [-0.008, 0.008, 0.012], [0.403, 0.001, 0.336], [-0.062, -0.084, -0.143], [0.113, 0.470, 0.219], [-0.001, -0.001, -0.012], [-0.012, 0.032, 0.021], [0.025, 0.006, 0.008]]
}